[1]
Density functional theory data (the ωB97M-V functional and the def2-TZVPD basis) for the ion C34H30FSi with charge +1 at a distorted geometry.

XYZ file:
```
66
Properties=species:S:1:pos:R:3:forces:R:3
C -3.2312 -2.2974 4.2630 0.2 0.3 0.1
C -3.0340 -0.9275 4.4936 0.3 0.1 -0.1
C -2.0195 -0.2317 3.8113 -0.1 -0.4 0.0
C -1.2044 -0.9124 2.8895 -0.4 -0.2 -0.4
Si 0.0908 -0.0384 1.8657 0.6 0.3 2.6
C 0.1619 1.7660 2.4301 -0.1 -0.1 -0.8
C 1.2995 2.2637 3.0941 -0.4 -0.1 -0.1
C 1.3227 3.5982 3.5152 0.1 -0.4 -0.1
C 0.2415 4.4423 3.2570 0.2 -0.3 0.1
C -0.8785 3.9569 2.5851 -0.2 -0.5 -0.3
C -0.9294 2.6209 2.1607 0.5 0.2 0.3
C 1.7515 -0.8588 2.2992 -0.1 -0.2 -0.9
C 1.9153 -1.4902 3.5503 0.0 0.1 -0.3
C 3.1539 -2.0396 3.9063 -0.5 0.2 0.0
C 4.2238 -1.9957 3.0144 -0.2 0.2 -0.1
C 4.0664 -1.3890 1.7673 -0.2 0.3 -0.3
C 2.8398 -0.8165 1.4015 -0.1 -0.3 0.6
C -0.3875 -0.0682 -0.0305 -1.0 0.0 -1.6
C -1.5661 -0.8252 -0.4237 0.8 0.0 -1.4
C -2.9330 -0.3797 -0.7085 -1.1 2.5 2.5
C -1.4008 -2.2903 2.6658 -0.6 0.0 0.3
C -2.4188 -2.9793 3.3463 0.3 0.1 -0.1
H -3.9906 -2.8362 4.8405 0.3 0.2 -0.4
H -3.6566 -0.3764 5.2123 0.3 -0.4 -0.3
H -1.8410 0.8347 3.9981 -0.2 -0.5 0.0
H 2.1447 1.5843 3.2772 -0.4 0.5 0.0
H 2.2090 3.9499 4.0422 -0.3 0.1 -0.1
H 0.2775 5.4718 3.6007 -0.1 -0.1 -0.1
H -1.7285 4.6030 2.3812 0.2 0.0 0.1
H -1.8135 2.2356 1.6275 0.4 0.3 0.3
H 1.0594 -1.5483 4.2382 0.5 0.0 -0.3
H 3.2588 -2.4869 4.8939 0.1 0.0 -0.3
H 5.1792 -2.4281 3.2964 -0.1 0.1 -0.1
H 4.8988 -1.3402 1.0632 -0.2 -0.1 0.3
H 2.7147 -0.3373 0.4194 0.2 -0.2 0.4
H -0.3554 1.0066 -0.3409 -0.4 -0.8 0.4
H 0.5123 -0.5956 -0.3961 -0.3 0.0 0.1
H -1.3808 -1.8984 -0.5698 -0.2 0.2 0.5
H -3.4857 -0.9249 0.1591 0.6 0.7 -1.1
H -2.9963 0.7213 -0.5691 0.8 -0.6 1.4
H -0.7577 -2.8335 1.9575 -0.3 0.2 0.3
H -2.5601 -4.0517 3.1640 0.0 0.5 0.2
F -7.8298 -4.2606 -1.3328 1.0 1.5 -0.3
C -7.0032 -3.1643 -1.5591 0.1 -0.9 -0.2
C -6.1331 -3.2043 -2.6724 -0.5 0.2 0.2
C -5.2472 -2.1371 -2.8645 -0.2 -0.4 0.3
C -5.1626 -1.1221 -1.9027 0.6 0.2 0.2
C -3.9860 -0.1615 -1.9198 -0.2 -0.9 -2.3
C -4.4156 1.3146 -2.0954 0.4 0.0 0.4
C -3.5906 2.1443 -2.8868 -0.3 0.8 0.4
C -3.6514 3.5412 -2.7128 -0.3 0.0 0.3
C -4.5647 4.1163 -1.7916 0.8 -0.1 0.1
C -5.4999 3.3005 -1.1523 0.2 -0.4 -0.5
C -5.4694 1.9022 -1.3678 -0.1 1.1 0.1
C -6.0762 -1.0566 -0.8541 -0.9 -1.2 0.6
C -7.0119 -2.1045 -0.6576 0.5 0.2 -0.5
H -6.1519 -4.0576 -3.3670 -0.1 0.5 0.4
H -4.5962 -2.1048 -3.7537 -0.3 -0.2 0.6
H -3.3302 -0.3655 -2.7728 -0.5 -0.2 -0.3
H -2.9443 1.7312 -3.6780 -0.1 0.1 0.8
H -2.9513 4.1916 -3.2589 -0.5 -0.4 0.2
H -4.4896 5.1885 -1.5188 -0.2 -0.8 -0.5
H -6.2479 3.7295 -0.4668 0.4 -0.3 -0.5
H -6.3497 1.3757 -0.9908 0.8 -0.1 0.0
H -6.1043 -0.2412 -0.1146 0.4 -0.7 -0.4
H -7.6737 -2.1032 0.2083 0.1 0.0 -0.4
```
Forces are in eV/Å.

Summary:
* total charge: +1
* LUMO energy: -5.3 eV
* 2S+1: 1
* molecular weight: 485.7 g mol⁻¹
* frontier orbital gap: 0.2301 Eh

---

[2]
Density functional theory data (the ωB97M-V functional and the def2-TZVPD basis) for a structure of composition C34H30FSn at a distorted geometry.

XYZ file:
```
66
Properties=species:S:1:pos:R:3:forces:R:3
C -1.1336 -5.5475 3.1355 0.0 0.2 -0.3
C -1.6058 -5.8897 1.8618 0.1 0.2 -0.1
C -1.5492 -4.9560 0.8146 0.0 -0.4 0.7
C -1.0375 -3.6813 1.0568 0.0 0.7 -0.7
Sn -0.9497 -2.2064 -0.5424 0.4 0.1 -0.3
C 1.1195 -1.7364 -0.9495 -0.9 -0.4 0.2
C 2.1267 -2.3418 -0.2016 0.6 0.4 -0.2
C 3.4596 -1.9628 -0.4178 -0.1 0.0 -0.1
C 3.7712 -1.0034 -1.3888 -0.3 -0.1 0.1
C 2.7494 -0.4212 -2.1458 -0.2 -0.1 0.0
C 1.4147 -0.7906 -1.9284 0.8 0.1 0.0
C -1.7764 -3.1636 -2.3198 0.4 0.3 0.9
C -0.9693 -3.3492 -3.4410 -0.4 -0.3 -0.6
C -1.5087 -3.9483 -4.5915 -0.1 0.1 0.3
C -2.8433 -4.3739 -4.6037 0.1 0.2 0.3
C -3.6401 -4.1971 -3.4657 0.2 0.1 0.2
C -3.1042 -3.5910 -2.3169 -0.2 -0.3 -0.8
C -2.0175 -0.3363 -0.0867 -0.1 -1.1 -0.2
C -1.1548 0.8750 -0.1074 0.5 0.4 0.7
C -0.4116 1.2625 0.9479 -0.2 -0.6 -0.8
C -0.5607 -3.3296 2.3193 -0.1 -0.7 0.5
C -0.6097 -4.2691 3.3627 0.0 0.1 -0.2
H -1.1738 -6.2757 3.9483 0.0 0.2 -0.2
H -2.0183 -6.8836 1.6766 0.1 0.3 0.1
H -1.9085 -5.2392 -0.1774 0.1 0.1 0.3
H 1.8903 -3.0989 0.5500 0.1 0.2 -0.2
H 4.2518 -2.4240 0.1745 -0.2 0.1 -0.2
H 4.8097 -0.7117 -1.5582 -0.3 -0.1 0.1
H 2.9781 0.3251 -2.9086 0.0 -0.2 0.3
H 0.6271 -0.3251 -2.5264 0.2 -0.1 0.2
H 0.0770 -3.0339 -3.4376 -0.3 -0.1 0.0
H -0.8807 -4.0809 -5.4750 -0.2 0.0 0.2
H -3.2607 -4.8426 -5.4973 0.1 0.1 0.3
H -4.6800 -4.5306 -3.4637 0.3 0.1 -0.1
H -3.7366 -3.4638 -1.4348 0.2 0.0 -0.2
H -2.7700 -0.3600 -0.8874 -0.1 0.3 0.5
H -2.4435 -0.5881 0.8974 -0.1 0.4 -0.4
H -1.1532 1.4492 -1.0484 0.2 -0.2 0.5
H 0.2856 2.0934 0.9063 -0.4 -0.1 0.0
H -0.4402 0.6796 1.8760 0.0 0.1 -0.2
H -0.1488 -2.3352 2.5088 -0.1 -0.3 -0.1
H -0.2356 -3.9956 4.3513 -0.1 -0.1 -0.3
F -0.1019 5.4977 6.2489 0.0 0.1 0.2
C -0.0369 5.3031 4.8927 0.2 -0.1 -0.2
C -1.1231 5.6996 4.1076 0.5 -0.4 -0.1
C -1.0677 5.4354 2.7472 0.2 -0.1 0.4
C 0.0466 4.7693 2.1414 -0.2 -0.2 -0.3
C -0.0700 4.4338 0.7605 0.2 0.8 -0.4
C 0.9222 4.1832 -0.2312 -0.7 0.0 0.6
C 0.5292 4.3418 -1.6011 0.4 -0.3 -0.3
C 1.3586 3.9489 -2.6381 -0.1 0.0 0.4
C 2.6213 3.3976 -2.3645 0.3 -0.2 -0.1
C 3.0554 3.2922 -1.0401 -0.4 0.3 0.0
C 2.2438 3.7063 0.0136 0.2 0.0 -0.4
C 1.1514 4.4715 2.9873 -0.1 0.1 0.1
C 1.1056 4.7166 4.3563 -0.7 0.3 0.0
H -1.9864 6.1853 4.5607 0.2 -0.1 0.0
H -1.8960 5.7447 2.1079 0.2 -0.1 0.1
H -1.0681 4.6111 0.3540 0.2 0.1 0.0
H -0.4528 4.7753 -1.8086 0.3 -0.2 0.1
H 1.0239 4.0555 -3.6725 0.1 0.0 0.2
H 3.2588 3.0530 -3.1781 -0.1 0.1 0.1
H 4.0364 2.8721 -0.8160 -0.1 0.1 -0.1
H 2.6227 3.6339 1.0288 -0.1 -0.1 -0.4
H 2.0482 4.0261 2.5781 -0.2 0.0 0.2
H 1.9404 4.4449 4.9989 -0.2 0.1 0.0
```
Forces are in eV/Å.

Summary:
* total charge: -1
* LUMO energy: 2.2 eV
* 2S+1: 1
* molecular weight: 576.3 g mol⁻¹
* frontier orbital gap: 0.1566 Eh

---

[3]
Density functional theory data (the ωB97M-V functional and the def2-TZVPD basis) for a structure of composition C34H30N5O4OsSSb at a distorted geometry.

XYZ file:
```
76
Properties=species:S:1:pos:R:3:forces:R:3
Os 0.3116 1.1087 0.3409 2.6 1.5 1.1
O 2.5061 1.6705 -2.9539 0.9 0.2 0.7
C 2.2282 1.5274 -1.8059 -2.7 -0.8 -1.1
O 0.9294 1.0773 -1.4867 1.2 -0.1 -0.8
C 3.0126 1.7155 -0.5733 1.7 1.1 1.7
C 4.4054 2.0076 -0.4581 -0.8 0.1 1.1
C 4.9965 2.0779 0.8148 -2.1 -0.4 0.4
C 4.1381 2.0070 1.9713 0.8 0.7 -0.7
C 2.7731 1.8329 1.8046 -0.2 -0.6 -1.4
N 2.2563 1.6489 0.5365 2.0 -0.6 0.6
C 1.7231 1.5813 2.8779 -1.7 -0.7 -1.6
O 1.8493 1.5237 4.0477 0.4 0.3 0.2
O 0.4760 1.2702 2.2553 1.4 -0.1 1.8
H 4.9978 2.3209 -1.2914 0.1 -0.5 -0.7
H 6.0697 2.1738 0.9309 -0.2 0.3 0.0
H 4.5699 2.2360 2.9530 -0.4 -0.5 -0.3
C -4.4327 5.6393 0.4287 -0.2 0.3 -0.1
C -3.3973 4.9749 -0.4462 0.5 -0.2 -0.1
C -3.3422 4.9881 -1.8306 -0.9 0.7 0.7
C -2.2451 4.4546 -2.5092 0.1 -0.4 0.8
N -1.1147 4.0852 -1.8751 -1.5 0.3 -0.8
C -1.2167 4.0482 -0.5672 1.5 -1.1 0.9
S 0.1324 3.5194 0.3561 -0.4 1.5 0.0
N -2.3386 4.3136 0.1417 -1.2 1.2 0.1
C -2.3692 4.2884 -3.9515 0.1 0.5 -0.9
H -4.4947 6.7238 0.2084 0.3 -0.5 -0.1
H -4.1856 5.5772 1.5005 -0.2 -0.3 -0.4
H -5.4544 5.2688 0.2278 0.5 -0.1 0.2
H -4.1302 5.4583 -2.4311 0.2 -0.2 0.5
H -2.2672 4.1731 1.1612 -0.1 0.3 -0.8
H -2.3735 3.2505 -4.2433 0.0 -0.5 0.1
H -1.4895 4.7021 -4.4183 0.3 0.3 -0.4
H -3.2780 4.7588 -4.3370 0.3 -0.1 0.0
C 5.3590 -3.7919 1.4599 -0.1 0.1 0.3
C 4.3264 -4.0382 2.3788 0.4 0.8 -1.1
C 3.1184 -3.4027 2.1249 -0.8 -0.1 -0.6
C 2.8514 -2.6865 0.9275 0.5 -0.1 0.0
C 3.9116 -2.4431 0.0563 0.5 0.2 1.1
C 5.1623 -2.9665 0.3638 0.1 -0.1 -0.6
Sb 0.9426 -1.8860 0.2488 -0.4 -3.1 0.6
C 0.3604 -2.7275 -1.7059 0.7 -0.1 0.9
C -0.9389 -3.0940 -1.8901 -1.2 -0.5 -1.2
C -1.2967 -3.7787 -3.0903 -0.2 0.5 1.6
C -0.3615 -4.1106 -4.0554 -1.0 -0.2 0.5
C 0.9245 -3.6841 -3.8531 1.1 0.4 -0.1
C 1.2834 -3.0316 -2.6938 1.5 1.3 0.6
C -0.4498 -3.0067 1.5981 -0.1 1.0 -1.2
C -1.0639 -2.2166 2.5561 1.2 1.6 0.9
C -2.1750 -2.6041 3.2469 -1.1 -0.7 0.9
C -2.7528 -3.8445 2.9320 -0.4 0.8 -0.1
C -2.2322 -4.6420 1.9479 2.0 1.2 -0.3
C -1.0551 -4.2051 1.2866 -0.2 -1.4 -0.5
H 6.3558 -4.1752 1.6296 0.0 -0.2 0.1
H 4.5372 -4.6548 3.2421 -0.4 0.1 0.1
H 2.3115 -3.5072 2.8067 -0.6 -0.2 0.6
H 3.8397 -1.6936 -0.7014 -0.2 0.1 -0.8
H 5.9977 -2.7447 -0.2945 -0.1 0.0 0.1
H -1.7144 -2.8670 -1.1687 0.0 -0.1 0.0
H -2.3445 -4.0225 -3.1361 -0.1 -0.3 -0.5
H -0.6286 -4.7193 -4.9099 -0.1 0.3 -0.1
H 1.6630 -3.7949 -4.6272 0.2 -0.3 -0.1
H 2.3002 -2.6335 -2.5130 -0.5 -0.6 -0.6
H -0.5558 -1.2887 2.8474 -0.4 -0.1 -0.1
H -2.6220 -2.0130 4.0787 0.5 -0.3 -0.9
H -3.6860 -4.1295 3.3668 -0.3 -0.2 0.5
H -2.6546 -5.5731 1.6843 -0.4 -0.8 -0.2
H -0.6284 -4.8759 0.5341 -0.1 0.3 0.1
N -2.4405 0.8199 1.7684 1.4 -0.5 -4.0
C -3.7193 0.8051 1.3869 -0.5 0.1 -0.4
C -3.7915 0.7239 -0.0087 -0.3 0.2 0.0
C -2.4782 0.6521 -0.4731 0.4 -0.1 3.3
N -1.6038 0.6706 0.5944 -5.0 0.0 0.3
H -2.0214 0.9691 2.6571 0.5 -0.1 0.7
H -4.5249 0.8351 2.1261 0.4 0.0 -0.4
H -4.6742 0.7651 -0.6556 0.4 -0.2 0.6
H -2.0771 0.6079 -1.4520 0.2 -0.1 -0.8
```
Forces are in eV/Å.

Summary:
* total charge: +2
* LUMO energy (spin up / spin down): -5.8 / -9.2 eV
* 2S+1: 5
* <S²>: 6.026
* energy relative to the best compared isomer or geometry (same formula, charge and spin): 0.0 kcal per mole
* molecular weight: 916.7 g mol⁻¹
* frontier orbital gap (spin up / spin down): 0.1971 / 0.1497 Eh